Formula: C7H11N
Source: OMol25
Level of theory: the ωB97M-V functional and the def2-TZVPD basis

Summary:
Energy above the lowest of the compared OMol25 structures with the same formula, charge and spin (eV): 5.401
F_max (eV/A): 7.92
Orbital gap (hartree): 0.338
Structure (SMILES): N[C@@]12C[C@H]3C[C@@H]1[C@@H]2C3
2S+1: 1

XYZ file:
```
19
Properties=species:S:1:pos:R:3:mulliken_charge:R:1
N 2.3716 -0.0105 0.0711 -0.618
C 0.9295 0.2155 0.0254 -0.139
C -0.0657 1.3543 -0.2306 -0.554
C -1.3460 0.4985 -0.3124 -0.739
C -0.8519 -0.6654 -1.0349 -0.691
C 0.3225 -1.2060 -0.3862 -0.710
C 0.2370 -0.6137 0.9826 -0.152
C -1.2332 -0.0973 1.0753 -1.011
H 2.4929 0.5962 -0.9387 0.425
H 2.5969 0.7562 0.6854 0.395
H 0.0812 2.1129 0.5977 0.311
H 0.1326 2.0173 -1.2443 0.272
H -2.2688 0.9218 -0.6065 0.488
H -0.5636 -0.7732 -2.1782 0.275
H -1.3228 -1.5755 -1.1213 0.501
H 1.1209 -1.8605 -0.6598 0.516
H 0.5055 -1.3549 1.7697 0.388
H -1.8840 -0.7792 1.6118 0.456
H -1.2548 0.4636 1.8938 0.587
```